1.
Density functional theory data (ωB97M-V/def2-TZVPD) for a molecular structure, C36H48BN9S4Ti at a distorted geometry.

Properties
HOMO-LUMO gap (alpha / beta)	6.62 / 6.87	eV
energy above the lowest of the compared OMol25 structures with the same formula, charge and spin	0.0000	eV
spin multiplicity	3
net charge	+2
molecular weight	793.79	g/mol
highest occupied orbital energy (alpha / beta)	-12.61 / -13.32	eV
total energy	-4360.18301	Ha

Last column: Löwdin spin population.
Geometry (Å):
Ti1 0.642 1.211 -2.069  1.335
C1 1.056 -4.152 -2.966  0.001
C2 0.324 -3.505 -1.836  -0.001
C3 -0.216 -4.210 -0.807  0.002
C4 -0.832 -3.549 0.290  0.001
N1 -1.006 -2.257 0.278  0.009
N2 -0.527 -1.561 -0.772  0.025
B1 -0.632 -0.054 -0.631  0.267
N3 0.561 0.544 0.107  0.044
N4 1.398 -0.448 0.593  0.017
C5 2.131 -0.191 1.618  0.000
C6 2.036 1.067 2.313  0.013
C7 1.343 2.095 1.778  0.000
C8 1.280 3.459 2.386  -0.001
C9 0.696 1.861 0.513  0.025
S1 0.264 3.101 -0.537  0.024
C10 3.093 -1.265 2.087  0.000
C11 3.061 -2.466 1.145  0.000
C12 4.507 -0.667 2.106  0.000
C13 2.688 -1.703 3.501  0.000
N5 -2.003 0.565 -0.354  0.033
N6 -2.569 0.244 0.816  0.009
C14 -3.730 0.772 1.111  0.003
C15 -4.350 1.694 0.230  0.000
C16 -3.784 2.006 -0.971  0.000
C17 -4.403 2.958 -1.940  0.002
C18 -2.547 1.377 -1.272  0.009
S2 -1.708 1.638 -2.740  0.048
C19 -4.367 0.308 2.413  0.000
C20 -5.537 1.201 2.827  0.000
C21 -3.311 0.310 3.524  0.000
C22 -4.890 -1.116 2.171  0.000
C23 0.199 -2.086 -1.770  0.011
S3 0.999 -1.071 -2.897  0.035
C24 -1.312 -4.331 1.500  0.000
C25 -0.237 -5.347 1.914  0.000
C26 -1.580 -3.396 2.677  0.000
C27 -2.599 -5.070 1.108  0.000
H1 0.862 -5.222 -2.982  0.000
H2 2.130 -3.995 -2.852  0.000
H3 0.768 -3.719 -3.922  0.001
H4 -0.152 -5.290 -0.810  0.000
H5 2.553 1.193 3.255  0.001
H6 1.713 3.450 3.383  0.000
H7 0.250 3.811 2.449  0.000
H8 1.823 4.177 1.770  0.000
H9 3.337 -2.182 0.128  0.000
H10 2.068 -2.916 1.112  0.000
H11 3.769 -3.215 1.498  0.000
H12 4.794 -0.309 1.116  0.000
H13 5.219 -1.434 2.408  0.000
H14 4.598 0.158 2.814  0.000
H15 1.689 -2.141 3.503  0.000
H16 2.703 -0.876 4.212  0.000
H17 3.389 -2.456 3.862  0.000
H18 -5.282 2.159 0.515  0.000
H19 -5.244 3.476 -1.486  0.000
H20 -4.759 2.423 -2.823  0.000
H21 -3.671 3.688 -2.284  0.001
H22 -5.226 2.234 2.991  0.000
H23 -5.948 0.831 3.766  0.000
H24 -6.346 1.186 2.097  0.000
H25 -2.982 1.327 3.745  0.000
H26 -2.443 -0.284 3.244  0.000
H27 -3.739 -0.109 4.435  0.000
H28 -5.724 -1.109 1.466  0.000
H29 -5.245 -1.546 3.107  0.000
H30 -4.107 -1.752 1.763  0.000
H31 0.712 -4.856 2.135  0.000
H32 -0.062 -6.109 1.155  0.000
H33 -0.564 -5.863 2.816  0.000
H34 -0.729 -2.741 2.866  0.000
H35 -1.765 -3.989 3.572  0.000
H36 -2.446 -2.765 2.502  0.000
H37 -2.422 -5.793 0.311  0.000
H38 -3.366 -4.371 0.774  0.000
H39 -2.986 -5.614 1.970  0.000
C28 4.886 3.665 -0.398  0.000
N7 4.022 3.920 -1.542  0.001
C29 3.853 5.144 -2.162  0.001
C30 2.982 4.970 -3.168  0.000
N8 2.604 3.627 -3.159  0.007
C31 3.262 2.992 -2.140  0.005
S4 3.134 1.369 -1.654  0.004
C32 1.916 3.009 -4.242  0.016
C33 2.117 3.505 -5.520  -0.003
C34 1.416 2.943 -6.571  0.017
C35 0.560 1.883 -6.312  -0.002
C36 0.447 1.431 -5.016  0.021
N9 1.095 1.989 -3.972  0.014
H40 5.608 4.473 -0.328  0.000
H41 5.407 2.722 -0.542  0.000
H42 4.295 3.616 0.516  0.000
H43 4.353 6.032 -1.818  0.000
H44 2.557 5.681 -3.851  0.000
H45 2.824 4.302 -5.691  0.000
H46 1.551 3.318 -7.576  0.001
H47 -0.001 1.400 -7.098  0.000
H48 -0.197 0.593 -4.782  0.002

---

2.
Density functional theory data (ωB97M-V/def2-TZVPD) for 2 unconnected molecules or ions with the total composition C6H14NO at a distorted geometry.

Properties
HOMO-LUMO gap	5.40	eV
energy above the lowest of the compared OMol25 structures with the same formula, charge and spin	3.4733	eV
spin multiplicity	1
net charge	+1
molecular weight	116.18	g/mol
highest occupied orbital energy	-12.33	eV
total energy	-366.63960	Ha

Last column: natural (NBO) charge in e.
Geometry (Å):
C1 -3.699 0.925 0.110  -0.581
C2 -2.336 1.190 0.816  -0.507
C3 -1.109 0.724 0.157  0.225
C4 1.901 -1.230 1.316  -0.153
O1 2.947 -0.289 1.172  -0.648
C5 0.872 -0.787 0.318  0.179
C6 -0.347 -0.278 0.745  -0.361
N1 1.488 -0.362 -3.726  -1.117
H1 -4.544 1.304 0.677  0.254
H2 -3.727 1.486 -0.824  0.229
H3 -2.253 2.290 0.894  0.283
H4 -2.284 0.826 1.841  0.230
H5 -0.981 0.837 -0.924  0.225
H6 1.537 0.325 -4.457  0.391
H7 2.388 -2.184 1.130  0.244
H8 1.480 -1.252 2.324  0.208
H9 2.789 0.483 1.736  0.488
H10 1.172 -0.317 -0.622  0.229
H11 -0.768 -0.719 1.647  0.228
H12 -3.809 -0.147 -0.045  0.224
H13 1.811 -1.296 -3.885  0.387
H14 0.834 -0.205 -3.007  0.343